# 1
Below is C29H31BBiN8O2STe as an isolated structure at a distorted geometry, with properties calculated with ωB97M-V/def2-TZVPD.

The HOMO energy is -3.7 eV. The net charge is -1. Its HOMO-LUMO gap is 5.005 eV. The molar mass is 903.080 g mol⁻¹.

XYZ file:
```
74
Properties=species:S:1:pos:R:3:forces:R:3:mulliken_charge:R:1
Bi -0.9553 -0.0544 -0.4478 -0.270 -0.148 -2.045 1.248
N -1.1935 3.1176 2.8642 0.019 -0.146 0.100 -0.404
C -1.1389 2.0265 2.0466 0.118 0.696 -1.744 0.330
S -1.0414 2.3804 0.3492 -0.434 0.952 0.745 -0.584
N -1.1984 0.8569 2.5860 0.008 -0.607 1.615 -1.202
N -1.1567 -0.2405 1.8183 -0.962 -1.275 1.070 1.019
C -1.5691 -1.3803 2.3721 0.736 2.770 0.228 0.442
C -1.9766 -1.3976 3.7884 -0.124 -0.072 0.486 -0.435
C -1.0830 -0.9851 4.7751 0.020 -0.147 -0.090 -0.045
C -1.4543 -0.9799 6.1056 0.095 -0.058 0.083 -0.748
C -2.7204 -1.4011 6.4772 -0.131 0.011 0.012 -0.396
C -3.6139 -1.8205 5.5059 -0.164 0.007 0.192 -0.765
C -3.2509 -1.8109 4.1720 0.137 0.068 -0.237 -0.286
C -1.6632 -2.5480 1.5642 -0.009 -1.954 -1.295 0.290
C -2.1221 -3.7851 2.0635 0.318 0.851 0.242 -0.871
C -2.2515 -4.8483 1.2063 0.070 -0.166 -0.844 -0.858
C -1.9615 -4.6707 -0.1483 -0.174 -0.175 0.685 -1.218
C -1.5100 -3.4337 -0.5633 0.106 -0.013 -0.201 0.106
N -1.3136 -2.4256 0.2680 -0.649 -0.381 1.145 0.771
H -0.8839 3.9798 2.4486 -0.022 -0.001 0.106 0.294
H -0.9914 2.9673 3.8386 0.010 -0.038 0.026 0.210
H -0.0901 -0.6787 4.4879 0.092 0.112 -0.047 0.475
H -0.7507 -0.6556 6.8599 0.049 0.021 0.014 0.380
H -3.0166 -1.3938 7.5169 0.007 -0.019 0.064 0.399
H -4.6055 -2.1507 5.7879 -0.017 0.018 -0.004 0.376
H -3.9633 -2.1211 3.4205 -0.039 0.005 -0.072 0.573
H -2.3482 -3.8843 3.1133 -0.018 -0.051 0.018 0.602
H -2.5874 -5.8101 1.5702 -0.008 -0.013 0.035 0.409
H -2.0706 -5.4842 -0.8472 0.000 -0.007 -0.126 0.501
H -1.2761 -3.2440 -1.6001 -0.002 0.056 -0.083 0.353
B 1.0347 -2.0776 -3.3846 0.125 0.227 -0.012 0.130
N 1.1996 -2.7461 -1.9859 -0.101 -0.347 -0.079 -0.086
C 1.4197 -4.0483 -1.7757 0.139 -0.481 0.166 -0.243
C 1.7023 -4.2424 -0.4337 0.031 -0.184 -0.105 -1.232
C 1.6290 -2.9649 0.1083 0.039 0.003 -0.121 -0.579
N 1.3269 -2.0847 -0.8391 -0.276 0.212 0.496 0.555
N -0.1737 -1.1173 -3.4834 -0.168 -0.174 0.057 0.374
C -1.3253 -1.3280 -4.1300 -0.615 0.126 -0.420 -0.149
C -2.0350 -0.1424 -4.1796 -0.122 -0.248 -0.175 -1.179
C -1.2200 0.7601 -3.5036 0.030 -0.315 -0.159 -0.061
N -0.1036 0.1574 -3.0996 0.063 0.821 -0.253 -0.555
H 0.8381 -2.9616 -4.1667 -0.022 -0.341 -0.171 -0.232
H 2.0220 -1.4489 -3.6164 0.268 0.107 -0.116 -0.186
H 1.3803 -4.7598 -2.5776 -0.029 -0.032 -0.208 0.441
H 1.9214 -5.1619 0.0740 0.049 -0.164 0.012 0.438
H 1.7703 -2.6464 1.1269 -0.002 0.113 0.079 0.561
H -1.5788 -2.2904 -4.5285 0.041 -0.222 -0.061 0.439
H -2.9965 0.0427 -4.6221 -0.103 -0.090 -0.002 0.484
H -1.3954 1.7997 -3.2911 0.061 0.185 0.068 0.468
O -3.3576 -1.4045 -1.5732 0.417 -1.087 -0.045 -0.349
C -3.8576 -0.3016 -1.3993 -1.419 0.344 -0.352 -0.173
O -3.3376 0.6990 -0.8568 0.273 0.660 0.462 -0.551
H -4.9146 -0.1421 -1.7568 0.253 -0.061 0.032 0.322
C 4.5955 6.3094 -1.9875 -0.013 -0.132 0.007 -1.514
C 3.8110 5.0628 -1.6897 -0.093 0.021 0.008 0.793
C 3.3484 4.7928 -0.4139 0.096 0.075 -0.077 -1.142
C 2.6959 3.6033 -0.1143 -0.100 -0.174 0.053 1.222
C 2.2097 3.3679 1.2799 0.087 0.074 0.049 -1.328
C 2.4726 2.6428 -1.1049 -0.413 -0.208 0.288 -0.305
Te 1.7816 0.5742 -0.6736 2.631 1.024 0.284 -0.068
C 2.8922 2.9371 -2.4120 -0.047 -0.081 -0.021 1.315
C 2.6542 1.9944 -3.5493 0.019 -0.095 0.005 -1.339
C 3.5526 4.1292 -2.6816 0.095 0.125 0.161 -1.098
H 4.5452 7.0080 -1.1544 -0.002 0.093 0.014 0.345
H 4.2269 6.8016 -2.8870 0.015 0.078 -0.039 0.349
H 5.6438 6.0534 -2.1495 0.077 0.090 -0.042 0.299
H 3.5082 5.5250 0.3682 0.029 0.041 0.130 0.210
H 2.5478 4.1498 1.9563 0.092 0.095 0.113 0.386
H 2.5458 2.3935 1.6356 -0.090 -0.008 0.090 0.283
H 1.1230 3.3632 1.2578 -0.019 -0.100 0.186 -0.033
H 1.5891 1.8973 -3.7479 -0.035 -0.143 -0.028 0.105
H 3.0211 1.0012 -3.2972 -0.075 -0.120 -0.128 0.267
H 3.1540 2.3457 -4.4490 0.051 0.039 -0.119 0.359
H 3.8910 4.3327 -3.6911 0.000 -0.041 -0.104 0.292
```
Forces are in eV/Å.

---

# 2
Below is C29H31Br2N3O2 as an isolated structure at a distorted geometry, with properties calculated with ωB97M-V/def2-TZVPD.

The HOMO energy is -6.2 eV. Its HOMO-LUMO gap is 5.706 eV. The molar mass is 613.394 g mol⁻¹. The energy relative to the best compared isomer or geometry (same formula, charge and spin) comes out at 89.8 kJ/mol.

XYZ file:
```
67
Properties=species:S:1:pos:R:3:forces:R:3:nbo_charge:R:1
C -0.1796 2.8312 -1.5359 -0.276 0.198 0.468 -0.616
C 0.4902 1.8869 -2.5107 0.134 -0.236 0.157 -0.047
C 0.0869 2.2276 -3.9180 0.116 0.561 -0.842 -0.616
N 0.1249 0.4734 -2.2893 -1.004 -1.163 1.280 -0.120
N -0.7576 -0.0420 -3.1253 0.147 -1.796 0.367 -0.048
N -0.9101 -1.3161 -2.7434 0.341 1.844 0.218 -0.111
C -2.0421 -2.0590 -3.3319 -0.004 0.025 -0.448 -0.046
C -1.8954 -1.9737 -4.8368 0.031 -0.259 -0.417 -0.617
C -3.3506 -1.4348 -2.8748 -0.127 0.071 0.282 -0.615
C -0.1805 -1.5965 -1.6298 -1.175 0.021 -0.195 0.153
C -0.2135 -2.9054 -0.9716 0.120 -1.354 0.442 -0.132
C -0.8259 -3.1392 0.2873 0.285 0.269 -0.821 -0.179
C -0.7898 -4.4160 0.8475 0.196 -0.043 -0.194 -0.205
C -0.1466 -5.4670 0.1837 0.001 0.313 -0.244 -0.187
C 0.4426 -5.2522 -1.0686 -0.153 0.035 0.242 -0.226
C 0.4051 -3.9902 -1.6431 -0.318 0.821 0.304 -0.134
C 0.4323 -0.4218 -1.2471 0.295 0.696 0.527 0.166
C 1.1965 -0.2348 -0.0232 1.847 0.896 -0.432 -0.658
H 0.1351 3.8624 -1.7544 -0.006 -0.350 0.077 0.229
H -1.2730 2.7924 -1.6530 0.279 -0.060 0.064 0.217
H 0.0706 2.6026 -0.4951 -0.069 0.036 -0.110 0.234
H 1.5715 1.8887 -2.3723 0.092 0.228 -0.066 0.227
H 0.3932 3.2432 -4.1725 0.117 -0.014 0.191 0.227
H 0.5309 1.5624 -4.6523 0.077 -0.100 -0.049 0.224
H -0.9944 2.1846 -4.0492 0.059 -0.011 0.117 0.224
H -1.9584 -3.0901 -2.9825 0.084 0.147 0.033 0.233
H -2.7925 -2.3545 -5.3348 0.135 0.070 0.120 0.224
H -1.7386 -0.9300 -5.1245 -0.099 -0.230 -0.077 0.232
H -1.0446 -2.5721 -5.1737 -0.030 0.144 -0.036 0.220
H -4.1992 -1.9373 -3.3502 0.203 0.031 0.058 0.228
H -3.4684 -1.5262 -1.7907 -0.007 0.109 -0.103 0.221
H -3.3676 -0.3766 -3.1591 -0.062 -0.195 0.092 0.224
H -1.3510 -2.3212 0.7922 0.295 -0.382 -0.131 0.222
H -1.2562 -4.5900 1.8150 0.087 0.032 -0.204 0.228
H -0.1071 -6.4555 0.6346 -0.024 0.194 -0.054 0.225
H 0.9434 -6.0566 -1.6011 -0.122 0.057 0.178 0.225
H 0.8595 -3.7867 -2.6175 -0.055 -0.212 0.334 0.209
H 1.8805 -1.0903 0.1436 -0.111 0.809 -0.508 0.242
H 1.6250 0.7743 0.0742 0.487 -0.638 -0.777 0.235
C -2.6408 5.0145 2.6800 -0.038 -0.633 -0.164 -0.259
O -2.8847 3.7097 2.0936 -0.363 0.736 0.528 -0.497
C -2.0028 2.7234 2.3787 0.785 0.076 0.486 0.321
C -0.8731 2.9353 3.2097 -0.915 0.041 -0.850 -0.323
C 0.1557 2.0063 3.1812 0.141 -0.852 -0.512 -0.184
C 0.0884 0.8798 2.3127 -0.868 0.760 -0.085 -0.049
C 1.2056 -0.0252 2.0099 0.275 -1.547 2.128 -0.076
C 2.5076 0.1787 2.6921 -1.190 -0.497 -1.422 -0.148
C 3.1660 -0.9468 3.2781 0.578 -0.250 -0.132 -0.193
C 4.4005 -0.8453 3.8707 -0.719 1.170 -0.488 -0.201
Br 5.2010 -2.3238 4.7462 -0.099 0.237 -0.188 0.051
C 5.1408 0.4460 3.8749 0.660 -0.025 0.214 0.397
O 6.2770 0.5482 4.3515 -0.791 0.032 -0.299 -0.620
C 4.4190 1.5931 3.2509 -0.664 -1.291 0.209 -0.185
Br 5.3150 3.2655 3.2567 -0.220 -0.259 -0.027 0.047
C 3.1550 1.4392 2.7240 1.046 0.444 0.111 -0.234
C -1.1472 0.6063 1.6656 0.544 0.105 0.664 -0.197
C -2.2099 1.4730 1.7459 0.153 0.844 0.039 -0.269
H -3.4166 5.6696 2.2730 0.215 -0.197 0.100 0.204
H -2.7200 4.9776 3.7808 0.006 -0.009 -0.432 0.184
H -1.6394 5.3782 2.3937 -0.376 -0.094 0.081 0.185
H -0.7596 3.8603 3.7898 -0.089 -0.600 -0.279 0.227
H 1.0033 2.2037 3.8418 -0.113 -0.352 -0.453 0.238
H 0.9341 -1.0988 1.9778 -0.002 0.783 0.757 0.217
H 2.6804 -1.9285 3.2523 0.057 0.375 0.005 0.212
H 2.6799 2.3168 2.2905 0.009 -0.197 -0.045 0.216
H -1.2291 -0.3226 1.0917 0.023 0.476 0.154 0.204
H -3.1518 1.2717 1.2404 0.168 0.157 0.054 0.222
```
Forces are in eV/Å.

---

> What is the HOMO energy in the second record?

-6.2 eV